Record 1
# C67H81Cl3GeN9O3P3STi

A molecular structure, C67H81Cl3GeN9O3P3STi in a non-equilibrium geometry (ωB97M-V/def2-TZVPD, OMol25).

Each line ends with the Löwdin charge.
Geometry (Å):
Ti (-0.485, -0.016, -0.609)  0.700
C (-4.795, 0.189, 0.060)  -0.111
C (-4.398, -1.197, -0.451)  -0.548
C (-5.388, -2.249, 0.052)  -0.088
P (-2.624, -1.554, -0.052)  1.040
C (-2.769, -2.006, 1.728)  -0.351
N (-1.576, -1.816, 2.520)  -0.214
Ge (-0.536, -0.100, 2.445)  1.008
N (0.816, 0.412, 3.776)  -0.165
C (2.163, 0.870, 3.433)  -0.420
P (2.884, 0.123, 1.917)  1.091
C (4.135, 1.389, 1.379)  -0.531
C (5.207, 0.717, 0.513)  -0.105
C (4.764, 2.305, 2.434)  -0.098
C (3.854, -1.262, 2.709)  -0.530
C (2.865, -2.158, 3.470)  -0.118
C (5.018, -0.910, 3.635)  -0.106
C (0.475, 0.751, 5.096)  -0.233
C (1.257, 1.556, 5.940)  -0.027
C (0.822, 1.869, 7.227)  -0.081
C (-0.392, 1.411, 7.708)  -0.084
C (-1.166, 0.597, 6.888)  -0.006
C (-0.713, 0.262, 5.630)  -0.190
N (-1.374, -0.627, 4.735)  -0.055
C (-1.047, -2.017, 4.807)  -0.185
C (-0.579, -2.690, 5.915)  0.001
C (-0.496, -4.083, 5.868)  -0.084
C (-0.910, -4.758, 4.731)  -0.088
C (-1.326, -4.057, 3.596)  -0.022
C (-1.340, -2.668, 3.606)  -0.258
C (-2.776, -0.356, 4.559)  -0.190
C (-3.766, -0.975, 5.288)  -0.009
C (-5.089, -0.548, 5.176)  -0.085
C (-5.377, 0.520, 4.343)  -0.086
C (-4.381, 1.114, 3.567)  -0.043
C (-3.064, 0.644, 3.625)  -0.245
N (-2.032, 1.062, 2.793)  -0.169
C (-2.334, 2.190, 1.947)  -0.422
P (-0.973, 2.648, 0.805)  1.051
C (0.327, 3.250, 1.984)  -0.530
C (-0.162, 3.729, 3.348)  -0.084
C (1.296, 4.261, 1.362)  -0.090
C (-1.831, 4.096, -0.015)  -0.503
C (-2.689, 4.991, 0.883)  -0.103
C (-0.894, 5.001, -0.843)  -0.109
C (-2.263, -3.144, -0.973)  -0.539
C (-2.492, -4.454, -0.229)  -0.093
C (-2.924, -3.148, -2.354)  -0.110
H (-5.787, 0.454, -0.314)  0.094
H (-4.100, 0.967, -0.263)  0.042
H (-4.837, 0.213, 1.151)  0.058
H (-4.453, -1.184, -1.544)  0.084
H (-5.475, -2.225, 1.139)  0.084
H (-5.121, -3.259, -0.253)  0.058
H (-6.377, -2.034, -0.359)  0.090
H (-3.134, -3.032, 1.774)  0.086
H (-3.578, -1.364, 2.114)  0.079
H (2.845, 0.595, 4.242)  0.071
H (2.194, 1.964, 3.360)  0.061
H (3.544, 2.021, 0.705)  0.087
H (5.963, 0.224, 1.124)  0.069
H (5.709, 1.463, -0.106)  0.089
H (4.780, -0.028, -0.168)  0.041
H (5.279, 1.744, 3.214)  0.063
H (4.031, 2.953, 2.915)  0.056
H (5.502, 2.954, 1.954)  0.085
H (4.261, -1.827, 1.862)  0.086
H (2.614, -1.721, 4.439)  0.078
H (3.302, -3.144, 3.651)  0.087
H (1.926, -2.297, 2.936)  0.040
H (4.687, -0.347, 4.511)  0.075
H (5.795, -0.338, 3.134)  0.051
H (5.478, -1.832, 4.004)  0.085
H (2.202, 1.953, 5.604)  0.096
H (1.449, 2.488, 7.856)  0.105
H (-0.725, 1.661, 8.706)  0.102
H (-2.116, 0.206, 7.235)  0.119
H (-0.324, -2.144, 6.816)  0.119
H (-0.148, -4.633, 6.732)  0.102
H (-0.901, -5.841, 4.715)  0.102
H (-1.616, -4.604, 2.706)  0.087
H (-3.499, -1.782, 5.963)  0.126
H (-5.868, -1.020, 5.760)  0.101
H (-6.389, 0.899, 4.280)  0.104
H (-4.640, 1.944, 2.922)  0.099
H (-2.567, 3.064, 2.561)  0.082
H (-3.212, 2.010, 1.310)  0.062
H (0.886, 2.327, 2.131)  0.025
H (-0.828, 4.590, 3.265)  0.072
H (0.701, 4.045, 3.941)  0.088
H (-0.671, 2.944, 3.906)  0.065
H (0.851, 5.257, 1.319)  0.076
H (1.616, 3.984, 0.356)  0.056
H (2.190, 4.329, 1.987)  0.076
H (-2.508, 3.586, -0.712)  0.088
H (-2.092, 5.446, 1.674)  0.074
H (-3.533, 4.475, 1.334)  0.068
H (-3.095, 5.804, 0.275)  0.087
H (-0.611, 5.877, -0.258)  0.078
H (-1.417, 5.360, -1.732)  0.082
H (0.029, 4.525, -1.169)  0.040
H (-1.189, -3.079, -1.149)  0.038
H (-3.533, -4.618, 0.050)  0.074
H (-1.883, -4.514, 0.673)  0.046
H (-2.192, -5.283, -0.876)  0.090
H (-4.002, -3.299, -2.286)  0.075
H (-2.512, -3.961, -2.954)  0.087
H (-2.738, -2.217, -2.894)  0.058
O (1.743, 3.033, -1.928)  0.087
C (0.939, 2.148, -1.800)  -0.453
N (1.128, 0.922, -1.179)  -0.003
C (2.241, 0.132, -1.400)  -0.446
O (3.161, 0.348, -2.153)  0.096
C (2.113, -1.197, -0.671)  -0.282
C (3.136, -2.119, -0.725)  -0.019
C (2.955, -3.358, -0.135)  -0.029
C (1.748, -3.624, 0.484)  -0.031
C (0.771, -2.645, 0.497)  -0.151
N (0.936, -1.444, -0.075)  -0.076
C (-0.472, 2.223, -2.402)  -0.229
C (-0.737, 3.070, -3.449)  0.003
C (-1.977, 3.002, -4.081)  -0.022
C (-2.892, 2.072, -3.640)  -0.019
C (-2.543, 1.245, -2.576)  -0.121
N (-1.371, 1.324, -1.952)  -0.056
H (4.044, -1.846, -1.247)  0.128
H (3.746, -4.098, -0.149)  0.124
H (1.556, -4.572, 0.970)  0.123
H (-0.166, -2.798, 1.022)  0.081
H (0.037, 3.760, -3.763)  0.133
H (-2.211, 3.656, -4.911)  0.123
H (-3.867, 1.977, -4.097)  0.121
H (-3.228, 0.492, -2.212)  0.089
Cl (1.466, 1.135, -12.408)  0.694
C (1.555, 0.768, -10.717)  -0.658
C (2.262, -0.344, -10.289)  -0.080
C (2.312, -0.632, -8.934)  -0.009
C (1.666, 0.168, -7.999)  -0.192
C (1.671, -0.198, -6.531)  -0.327
C (0.372, -0.918, -6.197)  -0.042
N (0.313, -1.320, -4.794)  -0.026
C (0.852, -2.442, -4.208)  0.000
C (0.518, -2.370, -2.895)  -0.108
N (-0.213, -1.216, -2.654)  0.033
C (-0.296, -0.622, -3.833)  -0.122
O (2.744, -1.048, -6.198)  -0.102
C (3.841, -0.363, -5.553)  -0.113
C (4.316, 0.806, -6.361)  -0.323
C (4.021, 2.113, -6.109)  -0.968
Cl (3.133, 2.733, -4.778)  0.714
S (4.652, 3.182, -7.283)  1.019
C (5.339, 1.880, -8.156)  -0.394
C (5.088, 0.687, -7.561)  -0.139
C (0.976, 1.279, -8.468)  -0.557
Cl (0.158, 2.344, -7.342)  0.715
C (0.912, 1.595, -9.813)  -0.120
H (2.760, -0.977, -11.010)  0.112
H (2.870, -1.489, -8.581)  0.127
H (1.712, 0.723, -5.943)  0.092
H (0.264, -1.802, -6.824)  0.150
H (-0.464, -0.247, -6.388)  0.119
H (1.419, -3.165, -4.768)  0.136
H (0.747, -3.087, -2.124)  0.104
H (-0.814, 0.296, -4.054)  0.125
H (4.626, -1.112, -5.478)  0.136
H (3.549, -0.052, -4.548)  0.096
H (5.898, 2.075, -9.058)  0.073
H (5.427, -0.263, -7.954)  0.122
H (0.368, 2.466, -10.151)  0.110

Calculated values
Charge   +1
E   -9049.4093 a.u.
Multiplicity   2

Record 2
# C68H119N17

17 unconnected molecules or ions with the total composition C68H119N17 in a non-equilibrium geometry (ωB97M-V/def2-TZVPD, OMol25).

Each line ends with the Löwdin charge.
Geometry (Å):
C (0.221, 1.183, -4.895)  -0.115
C (-0.249, -0.172, -4.334)  -0.232
C (-0.560, -1.272, -5.368)  -0.192
C (0.435, -1.520, -6.397)  -0.238
N (1.179, -1.741, -7.258)  0.159
H (1.194, 1.083, -5.378)  0.058
H (0.295, 1.900, -4.063)  0.027
H (-0.494, 1.635, -5.625)  0.085
H (-1.133, -0.026, -3.669)  0.081
H (0.589, -0.562, -3.725)  0.098
H (-1.464, -1.016, -5.928)  0.103
H (-0.632, -2.274, -4.889)  0.094
C (-4.051, 1.940, 2.804)  -0.084
C (-5.545, 2.315, 2.491)  -0.216
C (-5.851, 3.841, 2.483)  -0.179
C (-4.869, 4.633, 1.797)  -0.217
N (-4.092, 5.314, 1.300)  0.184
H (-3.935, 1.968, 3.875)  0.067
H (-3.388, 2.614, 2.327)  0.027
H (-3.878, 0.930, 2.416)  0.054
H (-6.182, 1.898, 3.261)  0.100
H (-5.819, 1.967, 1.519)  0.079
H (-5.996, 4.183, 3.522)  0.127
H (-6.826, 4.013, 2.000)  0.125
C (1.366, 4.798, -4.508)  -0.106
C (2.614, 5.697, -4.301)  -0.242
C (2.349, 6.909, -3.360)  -0.202
C (1.400, 7.914, -3.825)  -0.230
N (0.782, 8.849, -4.143)  0.135
H (1.629, 3.882, -5.035)  0.062
H (0.606, 5.370, -5.051)  0.076
H (0.991, 4.559, -3.509)  0.054
H (2.968, 6.078, -5.291)  0.116
H (3.434, 5.093, -3.807)  0.120
H (3.276, 7.455, -3.190)  0.120
H (1.990, 6.480, -2.443)  0.080
C (3.522, 1.219, 5.752)  -0.101
C (3.481, 2.641, 6.326)  -0.285
C (2.800, 2.874, 7.616)  -0.189
C (1.344, 2.478, 7.562)  -0.182
N (0.277, 2.096, 7.452)  0.159
H (4.121, 0.538, 6.363)  0.077
H (3.997, 1.277, 4.770)  0.059
H (2.498, 0.799, 5.583)  0.046
H (3.036, 3.244, 5.536)  0.099
H (4.513, 3.008, 6.473)  0.120
H (2.850, 3.878, 8.043)  0.119
H (3.281, 2.213, 8.322)  0.115
C (-5.927, 0.206, -3.026)  -0.084
C (-4.775, 0.762, -3.933)  -0.218
C (-4.026, -0.408, -4.629)  -0.192
C (-3.718, -1.514, -3.769)  -0.230
N (-3.393, -2.503, -3.191)  0.191
H (-5.498, -0.181, -2.093)  0.052
H (-6.470, -0.602, -3.543)  0.083
H (-6.592, 0.998, -2.670)  0.070
H (-4.099, 1.391, -3.391)  0.051
H (-5.193, 1.363, -4.701)  0.091
H (-3.121, -0.036, -5.106)  0.090
H (-4.648, -0.838, -5.476)  0.151
C (-1.618, 8.503, 4.766)  -0.111
C (-1.323, 6.990, 4.762)  -0.239
C (-1.120, 6.493, 3.275)  -0.180
C (-0.964, 5.044, 3.168)  -0.217
N (-0.780, 3.910, 3.053)  0.194
H (-2.543, 8.710, 4.194)  0.081
H (-0.807, 9.058, 4.347)  0.060
H (-1.817, 8.822, 5.806)  0.079
H (-2.106, 6.379, 5.268)  0.120
H (-0.384, 6.830, 5.265)  0.095
H (-0.222, 7.004, 2.893)  0.123
H (-2.033, 6.691, 2.650)  0.114
C (0.589, -3.701, 5.076)  -0.097
C (0.949, -4.143, 3.668)  -0.251
C (0.548, -3.207, 2.544)  -0.226
C (-0.862, -3.042, 2.343)  -0.205
N (-1.948, -2.753, 2.141)  0.204
H (0.886, -4.436, 5.818)  0.075
H (-0.501, -3.542, 5.184)  0.073
H (1.009, -2.735, 5.286)  0.051
H (0.586, -5.148, 3.476)  0.110
H (2.040, -4.204, 3.569)  0.097
H (0.965, -3.572, 1.600)  0.048
H (0.910, -2.190, 2.720)  0.085
C (-1.586, 5.198, -0.377)  -0.132
C (-2.223, 5.276, -1.763)  -0.240
C (-2.472, 3.905, -2.428)  -0.164
C (-3.388, 3.093, -1.629)  -0.237
N (-4.057, 2.500, -0.892)  0.206
H (-0.581, 4.738, -0.531)  0.072
H (-2.152, 4.609, 0.363)  0.024
H (-1.511, 6.213, -0.033)  0.062
H (-1.537, 5.825, -2.412)  0.101
H (-3.158, 5.831, -1.657)  0.110
H (-1.537, 3.372, -2.581)  0.105
H (-2.970, 4.060, -3.402)  0.126
C (3.672, -0.773, -4.197)  -0.108
C (3.463, -1.179, -2.707)  -0.241
C (3.574, 0.003, -1.730)  -0.207
C (2.543, 1.008, -1.858)  -0.199
N (1.682, 1.766, -2.005)  0.189
H (3.079, 0.116, -4.542)  0.058
H (3.512, -1.636, -4.873)  0.063
H (4.748, -0.469, -4.362)  0.084
H (4.318, -1.867, -2.523)  0.101
H (2.529, -1.786, -2.533)  0.098
H (4.550, 0.491, -1.697)  0.128
H (3.494, -0.374, -0.709)  0.047
C (-1.463, -0.992, 6.234)  -0.123
C (-1.786, -0.407, 4.879)  -0.235
C (-0.922, 0.855, 4.527)  -0.176
C (0.414, 0.491, 4.025)  -0.197
N (1.438, 0.175, 3.560)  0.190
H (-2.123, -1.832, 6.489)  0.077
H (-1.576, -0.247, 7.049)  0.073
H (-0.420, -1.373, 6.311)  0.063
H (-2.819, 0.015, 4.917)  0.105
H (-1.669, -1.191, 4.103)  0.079
H (-0.771, 1.537, 5.388)  0.085
H (-1.417, 1.380, 3.722)  0.058
C (1.183, -7.288, -5.428)  -0.115
C (1.964, -6.372, -6.369)  -0.223
C (1.381, -4.935, -6.391)  -0.196
C (1.185, -4.418, -5.088)  -0.217
N (0.954, -3.933, -4.048)  0.213
H (0.122, -7.328, -5.656)  0.072
H (1.267, -6.914, -4.408)  0.040
H (1.578, -8.308, -5.451)  0.082
H (1.839, -6.782, -7.336)  0.092
H (3.000, -6.262, -6.088)  0.107
H (0.445, -4.840, -6.956)  0.131
H (2.029, -4.254, -6.986)  0.116
C (6.034, -0.957, 2.786)  -0.119
C (4.916, -1.994, 2.958)  -0.216
C (4.149, -2.445, 1.617)  -0.185
C (4.926, -3.085, 0.603)  -0.243
N (5.504, -3.529, -0.295)  0.149
H (6.303, -0.389, 3.660)  0.052
H (5.639, -0.203, 2.048)  0.046
H (6.943, -1.403, 2.370)  0.068
H (4.136, -1.477, 3.534)  0.083
H (5.163, -2.924, 3.472)  0.100
H (3.626, -1.572, 1.105)  0.076
H (3.352, -3.146, 1.895)  0.075
C (-0.697, -3.998, -1.175)  -0.120
C (-0.547, -5.446, -1.547)  -0.282
C (-1.629, -5.950, -2.529)  -0.190
C (-1.340, -7.302, -2.895)  -0.235
N (-1.050, -8.408, -3.134)  0.150
H (-0.799, -3.382, -2.083)  0.040
H (0.170, -3.598, -0.618)  0.040
H (-1.643, -3.963, -0.590)  0.072
H (-0.585, -6.080, -0.665)  0.112
H (0.420, -5.655, -2.023)  0.065
H (-1.681, -5.297, -3.375)  0.096
H (-2.585, -5.828, -2.031)  0.122
C (4.377, -7.984, -1.206)  -0.102
C (3.253, -7.242, -1.954)  -0.230
C (3.136, -5.703, -1.601)  -0.168
C (2.566, -5.485, -0.290)  -0.207
N (2.089, -5.284, 0.735)  0.205
H (4.379, -9.008, -1.564)  0.065
H (4.142, -7.997, -0.159)  0.064
H (5.415, -7.649, -1.379)  0.081
H (2.358, -7.759, -1.667)  0.096
H (3.368, -7.330, -3.035)  0.093
H (2.639, -5.192, -2.430)  0.081
H (4.169, -5.302, -1.605)  0.097
C (2.952, 4.330, -0.065)  -0.094
C (1.931, 4.039, 1.014)  -0.263
C (2.512, 3.209, 2.148)  -0.211
C (3.196, 2.015, 1.723)  -0.204
N (3.791, 1.063, 1.356)  0.205
H (2.624, 5.054, -0.832)  0.058
H (3.217, 3.405, -0.563)  0.041
H (3.898, 4.711, 0.356)  0.088
H (1.087, 3.451, 0.631)  0.085
H (1.613, 4.948, 1.535)  0.101
H (1.696, 2.818, 2.805)  0.094
H (3.210, 3.812, 2.700)  0.116
C (-1.954, 0.007, -1.139)  -0.056
C (-1.017, 1.081, -0.388)  -0.204
C (-0.258, 0.508, 0.814)  -0.188
C (0.659, -0.549, 0.440)  -0.190
N (1.402, -1.378, 0.133)  0.221
H (-1.398, -0.818, -1.541)  0.043
H (-2.524, 0.444, -1.962)  0.026
H (-2.704, -0.395, -0.465)  0.053
H (-1.554, 1.918, 0.093)  0.085
H (-0.220, 1.541, -0.986)  0.048
H (-0.936, 0.210, 1.628)  0.110
H (0.348, 1.341, 1.168)  0.086
C (-4.940, -1.597, 2.561)  -0.124
C (-5.253, -1.419, 1.100)  -0.247
C (-4.686, -2.577, 0.223)  -0.206
C (-5.148, -3.851, 0.677)  -0.249
N (-5.648, -4.819, 1.095)  0.144
H (-3.882, -1.492, 2.765)  0.021
H (-5.307, -2.592, 2.821)  0.073
H (-5.471, -0.838, 3.176)  0.075
H (-4.796, -0.539, 0.617)  0.083
H (-6.334, -1.317, 0.994)  0.112
H (-3.617, -2.604, 0.340)  0.064
H (-4.994, -2.433, -0.771)  0.077

Calculated values
Charge   0
E   -3593.1616 a.u.

Which value of E does entry 1 give? -9049.4093 a.u.

What is the formula in the second record? C68H119N17

Among the records above, which one has the highest charge? C67H81Cl3GeN9O3P3STi

What is the E in the first record? -9049.4093 a.u.